112
Properties=species:S:1:pos:R:3:forces:R:3 method="wB97M-V/def2-TZVPD" multiplicity=1 smiles="COCCNCCOC.COCCNCCOC.NC(N)=O.NC(N)=O.NC(N)=O.NC(N)=O.NC(N)=O.NC(N)=O.NC(N)=O.NC(N)=O" lumo_energy_ev=0.427 de_lowest_ev=0.000 homo_energy_ev=-8.692
C -2.15661 -2.26364 -0.09549 -1.225 0.433 1.403
O -1.11572 -3.13822 0.28103 -0.500 0.548 -1.119
C -0.49290 -3.66848 -0.86614 1.424 -1.909 0.950
C 0.54708 -4.64531 -0.23174 -0.448 0.134 -1.271
N 1.64944 -3.88285 0.32974 0.729 -1.106 -0.318
C 2.44574 -4.73371 1.23204 -0.717 -0.063 -0.048
C 3.16533 -5.95849 0.59802 0.464 1.506 1.037
O 4.06618 -5.52417 -0.39407 0.200 -0.169 -0.415
C 4.77133 -6.56978 -1.04475 -0.483 0.178 -0.697
H -2.58648 -1.88680 0.83818 0.351 0.305 -0.013
H -3.03859 -2.76463 -0.51401 0.443 -0.330 -0.616
H -1.85526 -1.40281 -0.69447 0.158 -0.286 -0.156
H 0.01592 -2.92969 -1.49110 -0.098 0.254 0.180
H -1.15096 -4.24173 -1.52835 -0.397 0.119 0.231
H 0.91172 -5.39774 -0.94170 0.344 0.595 -0.532
H 0.03949 -5.34506 0.44665 -0.263 0.613 0.695
H 1.33177 -3.04120 0.79282 -0.110 -0.165 0.131
H 1.74005 -5.13790 1.97167 0.143 -0.386 0.148
H 3.14255 -4.13682 1.82027 0.265 0.145 -0.441
H 2.47922 -6.73457 0.25482 0.009 -0.036 -0.106
H 3.78826 -6.28882 1.43762 -0.299 -0.737 0.026
H 5.49766 -6.13636 -1.73098 0.135 0.285 0.286
H 4.09254 -7.11798 -1.70543 -0.152 -0.287 0.206
H 5.28848 -7.27053 -0.38800 -0.097 0.123 0.331
C 2.69041 -0.44701 5.67097 0.706 -0.566 0.543
O 2.50109 0.81960 5.11681 -0.317 0.331 0.111
C 1.33887 0.98207 4.32897 0.456 -0.188 0.045
C 1.52946 2.25346 3.50149 -0.767 -0.975 0.590
N 0.34429 2.49749 2.68793 0.612 -0.027 -0.686
C 0.66574 3.42714 1.61144 -0.474 0.468 -1.216
C 0.99274 4.85652 2.09522 0.057 -0.565 -0.074
O 0.06333 5.16371 3.12069 0.437 0.016 -0.006
C 0.36320 6.35820 3.81485 -0.525 -0.302 -0.084
H 3.73970 -0.50079 5.96563 0.035 0.003 -0.139
H 2.50697 -1.28491 4.99062 -0.117 0.200 -0.311
H 2.14152 -0.66008 6.59670 -0.445 0.366 -0.107
H 0.42219 0.97700 4.93316 0.128 0.206 0.157
H 1.28666 0.12269 3.65779 -0.280 -0.015 -0.257
H 2.35360 1.97781 2.84397 0.167 0.612 -0.052
H 1.74191 3.09606 4.16429 0.421 -0.025 -0.049
H -0.41297 2.90962 3.22037 0.120 0.006 0.229
H -0.13017 3.41311 0.85900 -0.549 0.354 0.517
H 1.44911 3.04478 0.95190 0.509 -0.128 0.599
H 0.96796 5.62419 1.31513 -0.333 -0.182 -0.301
H 2.03942 4.87276 2.42204 -0.063 0.034 0.620
H 1.30585 6.28184 4.36248 0.147 0.100 -0.154
H -0.44326 6.49041 4.53574 0.051 0.107 0.012
H 0.35401 7.20178 3.11938 0.230 0.144 0.105
N -5.93424 1.95297 -0.14271 0.822 0.397 -0.831
C -5.14734 1.09597 0.56661 -0.315 0.723 -0.436
N -5.82760 0.35874 1.45452 0.749 -0.957 0.278
O -3.91987 0.97663 0.45232 -0.547 0.337 -0.466
H -6.92404 1.98236 -0.00819 -0.095 -0.102 0.100
H -5.53779 2.56483 -0.85751 0.089 -0.258 0.421
H -5.16964 -0.03503 2.12083 -0.793 -0.008 0.422
H -6.77204 0.59466 1.67920 -0.026 -0.076 0.411
N -1.90171 0.61965 -6.52098 -0.114 -0.171 -0.127
C -2.39212 0.72566 -5.25801 1.442 0.223 -1.048
N -3.73790 0.82598 -5.20450 -0.165 0.005 0.807
O -1.66817 0.78001 -4.25265 -0.347 0.060 -0.275
H -2.53256 0.68685 -7.29875 -0.101 -0.037 0.065
H -0.92346 0.41370 -6.76607 0.104 0.041 0.705
H -4.08378 1.23421 -4.35153 -0.491 -0.150 -0.259
H -4.25921 0.78274 -6.05699 -0.370 0.226 0.177
N -2.46709 3.95500 -2.84358 -0.750 -0.544 0.502
C -3.62150 4.47824 -2.33403 -0.127 -0.487 -1.087
N -3.76664 5.77874 -2.64078 -0.766 1.553 0.545
O -4.53298 3.84333 -1.80372 0.674 -0.018 -0.150
H -2.42425 2.95330 -2.90103 0.557 0.001 0.140
H -1.67090 4.53189 -3.02531 0.153 -0.152 -0.122
H -4.59405 6.23950 -2.29996 0.111 -0.074 0.034
H -3.13226 6.33430 -3.17976 0.209 -0.226 -0.064
N -1.10794 0.79013 0.72450 -0.285 -0.193 -0.017
C -0.65938 0.92817 -0.54728 1.114 0.628 0.673
N -1.65137 1.03781 -1.44331 -0.691 0.284 -0.713
O 0.57458 0.99628 -0.75503 -0.604 -0.510 -0.706
H -2.11776 0.88758 0.79541 0.187 -0.080 0.711
H -0.47809 1.08698 1.46997 -0.281 0.171 -0.132
H -1.60447 1.02622 -2.45957 0.717 -0.279 0.209
H -2.56592 1.26275 -1.06945 -0.042 -0.332 0.125
N 2.74820 -0.92974 -6.35536 1.009 -0.820 0.004
C 1.56987 -0.36846 -6.05884 0.110 1.577 -0.816
N 1.46481 -0.12256 -4.74235 -0.904 0.106 0.280
O 0.76989 0.06785 -6.90389 0.037 -0.717 0.073
H 3.05692 -1.21509 -7.26358 -0.397 0.183 -0.151
H 3.37201 -1.04800 -5.57047 0.267 -0.354 -0.161
H 0.63580 0.38264 -4.46057 0.096 -0.241 0.379
H 2.13738 -0.56376 -4.13097 -0.137 0.295 0.137
N -2.17717 0.89303 4.47289 0.269 0.343 0.151
C -3.50622 0.73272 4.73426 0.444 -0.616 -0.457
N -3.77800 0.78535 6.07033 -0.707 -0.107 -0.269
O -4.34852 0.49384 3.88314 0.043 0.070 0.344
H -1.57189 0.94703 5.26924 0.239 -0.073 -0.108
H -1.74726 0.64773 3.59768 -0.347 0.034 -0.152
H -3.11470 1.15391 6.72086 -0.149 0.063 0.248
H -4.75124 0.67224 6.29663 0.148 0.217 0.310
N 3.34482 0.17254 -0.45902 0.085 0.855 -0.282
C 3.36203 -0.62857 0.62040 0.600 -1.172 0.896
N 2.11443 -0.82772 1.15629 -0.844 0.469 -0.494
O 4.36424 -1.17685 1.08336 -0.382 0.441 -0.228
H 4.19405 0.30202 -0.97665 0.056 -0.168 0.018
H 2.45991 0.41822 -0.88809 0.245 0.218 0.232
H 1.34298 -0.34585 0.71221 -0.097 0.059 0.135
H 1.92606 -1.34846 1.98739 0.518 -0.072 0.167
N 2.34508 -1.94222 -2.05142 -0.440 0.128 -0.586
C 3.49485 -2.19921 -2.71917 -0.594 0.409 0.203
N 4.06662 -3.30379 -2.22687 0.916 -0.394 -0.488
O 3.93181 -1.49918 -3.64440 -0.198 -0.243 0.052
H 2.13742 -2.52152 -1.24855 -0.300 0.191 0.126
H 1.81327 -1.11711 -2.26513 -0.009 -0.070 0.320
H 3.67851 -3.74540 -1.41039 0.246 -0.382 0.004
H 4.82759 -3.71590 -2.73486 0.080 0.039 0.236